(1)
Density functional theory data (the ωB97M-V functional and the def2-TZVPD basis) for a molecular structure, C70H49ClIO15PS in a non-equilibrium geometry.

Geometry as XYZ:
```
138
Properties=species:S:1:pos:R:3:forces:R:3
C 0.5575 3.5790 0.9062 0.015 -0.338 0.097
C -0.1509 2.9983 -0.4361 1.070 -0.052 0.355
C -1.5848 2.3074 -0.1311 0.451 0.547 -0.442
I -1.3680 0.1994 -0.8016 -0.408 0.976 1.114
C -2.8202 3.0691 -0.9078 -0.222 0.229 0.671
P -2.5511 2.4383 -2.7101 -0.620 -0.618 -1.803
O -4.0566 2.3604 -3.5367 1.639 0.028 0.675
Cl -1.4076 3.8572 -3.8150 -0.960 -0.003 0.851
O -2.6089 4.4977 -0.6626 -1.222 -0.965 2.200
S -3.1962 4.7616 0.9224 1.340 6.305 3.659
O -2.0748 5.0139 1.9196 -2.490 -3.220 -3.167
O -3.9898 6.0428 1.0413 0.759 -4.635 -1.901
O -4.0465 3.2990 1.1335 1.699 1.135 -0.786
C -4.2766 2.8186 -0.2374 -1.511 0.600 -1.874
C -4.8713 1.3451 -0.4608 -0.690 -1.033 0.821
C -4.9044 0.4176 0.8460 1.006 -1.420 -0.434
O -6.2734 -0.0487 1.1336 1.521 -0.886 1.584
C -6.2513 -0.9195 2.2661 -3.107 1.983 3.199
O -7.0275 -0.6561 3.2228 3.003 -1.295 -3.961
C -5.4799 3.8143 -0.6968 -2.550 2.575 -1.553
C -5.4493 4.7024 -1.9595 -3.095 0.197 2.503
C -6.6782 5.6420 -2.2343 -0.575 -1.370 2.502
C -7.9214 5.7183 -1.2994 3.208 -2.523 1.089
C -7.9492 4.8238 -0.0223 3.262 -0.145 -2.514
C -6.7373 3.8930 0.2445 -0.307 1.786 -2.286
H 0.7541 4.7065 0.8134 -0.310 -1.793 0.249
H -0.1055 3.3879 1.8158 0.877 0.496 -1.243
H 1.5454 3.0146 1.1148 -1.526 1.043 -0.509
H 0.5821 2.2020 -0.8418 -1.429 1.294 0.478
H -0.1985 3.8326 -1.2165 -0.259 -1.265 1.098
H -1.7344 2.2615 0.9979 -0.077 0.036 -1.637
H -3.9335 1.6196 -4.1856 -0.167 0.894 0.782
H -5.9557 1.4514 -0.8385 1.767 -0.074 0.760
H -4.3307 0.7402 -1.2796 -0.539 1.363 1.308
H -4.3033 -0.5499 0.6278 -0.666 1.634 0.282
H -4.4332 0.8726 1.7804 -0.796 -0.234 -1.276
H -5.5593 -1.8228 2.3784 -0.514 1.275 -0.955
H -4.5499 4.7129 -2.6677 -1.605 0.023 1.204
H -6.7015 6.3499 -3.1422 0.298 -1.416 1.559
H -8.7948 6.4279 -1.4944 1.556 -1.143 0.135
H -8.8331 4.8706 0.7151 1.699 -0.184 -1.354
H -6.7834 3.2417 1.1786 0.197 0.965 -1.444
C -3.2493 2.1746 4.2005 -0.083 -0.052 0.177
C -2.2262 1.4756 4.8379 -0.136 -0.034 0.193
C -2.3745 1.0775 6.1619 0.124 0.019 -0.238
C -3.5436 1.3884 6.8572 0.115 0.101 -0.368
C -4.5575 2.1095 6.2263 0.281 -0.059 -0.270
C -4.4127 2.4923 4.8921 0.154 -0.012 -0.202
C -5.7822 2.4888 6.9675 -0.738 0.507 -0.480
O -6.6698 3.1156 6.4160 0.257 -0.164 0.164
C -5.9072 2.1023 8.3910 -0.121 -0.038 0.399
C -7.0292 2.5018 9.1187 -0.097 -0.026 0.246
C -7.1614 2.1320 10.4530 0.109 -0.001 -0.213
C -6.1790 1.3546 11.0627 0.122 -0.007 -0.179
C -5.0572 0.9593 10.3428 -0.166 0.043 0.185
C -4.9145 1.3408 9.0077 -0.268 0.048 0.274
C -3.6997 0.9448 8.2608 0.714 -0.552 0.440
O -2.8372 0.2681 8.7948 -0.241 0.194 -0.148
H -3.1368 2.4773 3.1644 -0.007 0.015 0.175
H -1.3128 1.2390 4.3010 -0.079 0.012 0.067
H -1.5763 0.5287 6.6516 -0.218 0.056 0.072
H -5.2040 3.0419 4.3916 0.016 -0.059 0.211
H -7.7999 3.1048 8.6491 0.196 -0.107 -0.093
H -8.0323 2.4482 11.0183 0.088 -0.032 -0.076
H -6.2863 1.0603 12.1018 0.023 0.026 -0.114
H -4.2929 0.3578 10.8247 -0.011 0.095 -0.217
C -0.5087 -2.9809 -0.6772 -0.086 -0.421 0.038
C 0.3882 -3.8139 -1.3418 -0.083 -0.162 0.030
C 0.3386 -5.1892 -1.1426 0.054 0.246 -0.077
C -0.6022 -5.7342 -0.2676 0.112 0.383 -0.101
C -1.4838 -4.8965 0.4158 0.181 0.191 -0.186
C -1.4422 -3.5190 0.2000 0.146 0.214 -0.152
C -2.4540 -5.4559 1.3840 -0.586 0.592 0.450
O -3.2276 -4.7236 1.9787 0.170 -0.171 -0.163
C -2.4648 -6.9161 1.6254 -0.078 -0.360 0.167
C -3.3339 -7.4521 2.5770 -0.064 -0.232 0.093
C -3.3602 -8.8246 2.8009 0.069 0.188 -0.111
C -2.5261 -9.6674 2.0695 0.084 0.169 -0.105
C -1.6549 -9.1369 1.1245 -0.118 -0.146 0.153
C -1.6158 -7.7587 0.9075 -0.200 -0.245 0.219
C -0.6596 -7.2008 -0.0752 0.612 -0.602 -0.521
O 0.0738 -7.9371 -0.7128 -0.207 0.206 0.189
H -0.4773 -1.9060 -0.8385 0.311 -0.777 0.063
H 1.1252 -3.3911 -2.0168 -0.056 -0.056 0.103
H 1.0365 -5.8344 -1.6668 -0.178 -0.041 0.140
H -2.1345 -2.8628 0.7187 0.042 -0.197 0.034
H -3.9888 -6.8017 3.1483 0.148 0.041 -0.178
H -4.0331 -9.2387 3.5451 0.067 0.061 -0.083
H -2.5523 -10.7390 2.2396 0.011 0.117 -0.026
H -1.0042 -9.7982 0.5612 -0.019 0.237 0.003
C 4.9184 1.5829 -2.0720 0.116 -0.142 0.096
C 3.6453 1.0228 -1.9928 0.049 -0.172 0.133
C 3.4621 -0.2029 -1.3622 -0.064 0.251 -0.145
C 4.5545 -0.8788 -0.8187 -0.037 0.294 -0.192
C 5.8324 -0.3297 -0.9194 -0.203 0.256 -0.164
C 6.0109 0.9089 -1.5373 -0.193 0.164 -0.128
C 7.0072 -1.0598 -0.3906 0.889 0.378 -0.066
O 8.1242 -0.5785 -0.4751 -0.295 -0.117 0.012
C 6.8049 -2.3865 0.2340 0.069 -0.364 0.157
C 7.9082 -3.1125 0.6853 0.049 -0.224 0.117
C 7.7263 -4.3542 1.2854 -0.083 0.198 -0.094
C 6.4424 -4.8710 1.4454 -0.083 0.168 -0.094
C 5.3411 -4.1534 0.9922 0.139 -0.171 0.086
C 5.5212 -2.9137 0.3767 0.209 -0.264 0.162
C 4.3456 -2.1742 -0.1342 -0.882 -0.372 0.109
O 3.2210 -2.6277 0.0012 0.281 0.118 -0.068
H 5.0595 2.5439 -2.5564 -0.023 -0.112 0.030
H 2.7947 1.5434 -2.4215 0.089 -0.056 0.029
H 2.4664 -0.6318 -1.2991 0.190 -0.058 0.101
H 7.0009 1.3482 -1.6071 -0.062 -0.213 0.091
H 8.9111 -2.7146 0.5668 -0.214 0.095 -0.043
H 8.5861 -4.9193 1.6309 -0.088 0.076 -0.039
H 6.3006 -5.8366 1.9202 0.003 0.108 -0.055
H 4.3436 -4.5635 1.1153 0.075 0.193 -0.104
C 4.6903 0.8069 -10.0529 0.116 0.028 0.168
C 5.7785 0.4758 -10.8574 0.139 0.011 0.174
C 7.0564 0.4200 -10.3122 -0.191 -0.015 -0.175
C 7.2518 0.7072 -8.9609 -0.316 0.017 -0.228
C 6.1655 1.0625 -8.1610 -0.158 -0.072 -0.334
C 4.8817 1.1006 -8.7074 -0.090 -0.032 -0.224
C 6.3657 1.4177 -6.7375 -0.742 0.233 0.546
O 5.4162 1.7249 -6.0364 0.235 -0.069 -0.162
C 7.7372 1.4027 -6.1811 0.288 0.055 0.236
C 7.9486 1.7903 -4.8575 0.234 0.023 0.175
C 9.2318 1.7669 -4.3213 -0.168 -0.030 -0.149
C 10.3068 1.3477 -5.1020 -0.126 -0.033 -0.174
C 10.1012 0.9659 -6.4231 0.095 0.065 0.221
C 8.8166 1.0019 -6.9682 0.170 0.066 0.340
C 8.6136 0.6276 -8.3856 0.788 -0.293 -0.568
O 9.5540 0.2646 -9.0713 -0.273 0.109 0.196
H 3.6920 0.8414 -10.4772 0.104 0.000 0.056
H 5.6298 0.2590 -11.9104 0.026 0.013 0.115
H 7.8996 0.1564 -10.9428 -0.016 0.036 0.233
H 4.0308 1.3631 -8.0870 0.227 -0.002 0.045
H 7.1155 2.1152 -4.2422 0.000 -0.100 -0.228
H 9.3944 2.0738 -3.2929 -0.024 -0.053 -0.103
H 11.3068 1.3227 -4.6811 -0.110 -0.003 -0.053
H 10.9434 0.6447 -7.0279 -0.229 0.032 -0.053
```
Forces are in eV/Å.

Calculated values
Spin multiplicity: 1
HOMO: -0.3295 hartree
Gap between HOMO and LUMO: 7.7635 eV
F_max: 7.4 eV/Å

(2)
Density functional theory data (the ωB97M-V functional and the def2-TZVPD basis) for 4 unconnected molecules or ions with the total composition C17H29BrN6OP in a non-equilibrium geometry.

Geometry as XYZ:
```
55
Properties=species:S:1:pos:R:3:forces:R:3
C 1.4439 -0.6279 0.3165 -0.775 -0.916 0.765
N 1.0831 -0.5215 -1.1075 -0.206 1.343 0.150
C 0.5751 0.7770 -1.4914 2.703 -0.895 0.143
N -0.9084 1.0090 -1.2338 -1.636 -1.045 -1.965
N -1.5597 -0.0688 -0.5714 -1.254 1.413 2.176
C -2.8836 -0.0153 -0.5590 -0.358 -0.182 -0.073
C -3.5991 0.1426 0.8298 0.266 -2.666 -1.031
C -3.8197 -0.1568 -1.7848 -0.416 1.197 0.616
P -1.0100 2.6332 -0.3664 0.314 2.726 0.042
O -2.5556 3.2546 -0.5695 1.615 -1.842 0.987
Br -0.6638 2.1445 1.8298 -0.668 -0.304 -1.176
H 2.1530 0.1602 0.6577 -0.328 -0.606 -0.623
H 0.5283 -0.5596 0.9622 0.729 -0.013 -0.397
H 1.8644 -1.6495 0.4810 -0.068 0.924 -0.094
H 0.5148 -1.2961 -1.4392 0.049 0.123 0.166
H 1.1494 1.5297 -0.8874 -0.620 -0.543 -0.491
H 0.8618 0.9778 -2.5530 -0.999 -0.032 0.656
H -1.3479 1.1864 -2.1646 0.202 0.149 0.337
H -4.4313 -0.6094 0.8451 0.396 0.881 0.207
H -4.0247 1.1630 0.9047 0.373 -0.538 -0.182
H -2.9006 -0.1215 1.6497 -0.408 0.536 -0.505
H -3.4704 0.3439 -2.7142 -0.084 -0.505 0.532
H -4.0344 -1.2383 -1.9857 0.589 0.764 0.292
H -4.8103 0.2847 -1.5044 0.814 -0.282 -0.386
H -2.9017 3.4779 0.3137 -0.365 0.066 -0.227
N -0.3281 5.4303 3.1138 -0.009 0.050 0.016
C -0.1860 6.5913 2.3997 -0.045 0.061 -0.054
C -0.3590 7.6413 3.2645 0.032 -0.034 -0.192
C -0.6093 7.0949 4.5490 -0.022 -0.167 0.098
C -0.5816 5.7294 4.4264 -0.054 0.023 0.060
H -0.2569 4.5043 2.7336 0.084 0.189 0.103
H 0.0240 6.5693 1.3423 0.016 0.049 0.044
H -0.3098 8.6862 3.0038 0.007 -0.046 0.012
H -0.7886 7.6413 5.4609 0.017 -0.026 -0.037
H -0.7207 4.9480 5.1558 0.008 0.062 0.000
N 1.7345 -2.0294 -3.9234 -0.118 0.002 0.044
C 1.0631 -1.6965 -5.0714 -0.026 -0.002 -0.030
C 1.2178 -2.7260 -5.9642 -0.132 0.159 -0.004
C 2.0069 -3.7190 -5.3309 0.075 -0.045 0.172
C 2.3085 -3.2633 -4.0728 0.028 -0.046 -0.031
H 1.7963 -1.4559 -3.0993 0.209 -0.051 -0.042
H 0.5369 -0.7585 -5.1537 0.047 -0.022 -0.075
H 0.8088 -2.7620 -6.9612 0.024 0.002 0.040
H 2.3184 -4.6622 -5.7499 -0.009 0.044 0.018
H 2.8805 -3.7079 -3.2748 -0.001 0.001 -0.060
N 2.5315 -3.9473 2.6731 -0.022 -0.053 -0.102
C 3.3690 -5.0277 2.7462 0.021 -0.042 0.020
C 2.6221 -6.1561 2.5238 0.179 0.060 0.018
C 1.2842 -5.7420 2.3032 -0.134 0.135 -0.050
C 1.2583 -4.3742 2.3985 -0.043 0.019 -0.020
H 2.8080 -2.9915 2.8010 0.023 -0.053 0.062
H 4.4194 -4.9004 2.9507 -0.045 -0.039 0.006
H 2.9958 -7.1673 2.5195 -0.013 0.046 0.005
H 0.4359 -6.3752 2.0975 0.036 0.025 0.015
H 0.4477 -3.6704 2.2965 0.002 -0.055 0.045
```
Forces are in eV/Å.

Calculated values
Spin multiplicity: 1
Energy relative to the best compared isomer or geometry (same formula, charge and spin): 89.9 kJ/mol
HOMO: -0.3750 hartree
Gap between HOMO and LUMO: 5.4839 eV
F_max: 2.9 eV/Å
Total charge: +1

(3)
Density functional theory data (the ωB97M-V functional and the def2-TZVPD basis) for a molecular structure, C2F6NO3PdS2 in a non-equilibrium geometry.

Geometry as XYZ:
```
15
Properties=species:S:1:pos:R:3:forces:R:3
N -0.0889 0.7901 0.1828 1.024 -4.367 -2.515
S -1.3824 0.5521 -0.8299 -0.921 -1.046 -0.989
O -2.2388 1.7660 -0.4513 -0.844 -1.706 -1.968
C -2.2127 -0.8018 0.1705 0.045 0.133 -0.005
F -2.6531 -0.3367 1.3221 0.008 0.120 0.165
F -1.3430 -1.7721 0.3808 0.188 -0.205 -0.027
F -3.2312 -1.2591 -0.5391 -0.148 -0.023 -0.151
S 1.3988 0.7618 -0.4593 2.870 1.093 -1.111
O 2.1746 1.7996 0.2120 -1.334 -1.479 -0.875
O 1.4075 0.6471 -1.9142 -0.494 0.111 1.981
C 2.1166 -0.8446 0.1648 -0.033 0.450 -0.069
F 1.8691 -0.9794 1.4544 -0.097 -0.025 0.310
F 1.5947 -1.8614 -0.4952 -0.224 -0.272 -0.173
F 3.4236 -0.8123 -0.0334 0.024 0.036 -0.070
Pd -0.8349 2.3508 0.8350 -0.065 7.182 5.496
```
Forces are in eV/Å.

Calculated values
Spin multiplicity: 4
Energy relative to the best compared isomer or geometry (same formula, charge and spin): 11.3 kJ/mol
HOMO (alpha / beta): -0.2419 / -0.4279 hartree
Gap between HOMO and LUMO (alpha / beta): 6.4107 / 8.1015 eV
F_max: 9.0 eV/Å

(4)
Density functional theory data (the ωB97M-V functional and the def2-TZVPD basis) for 3 unconnected molecules or ions with the total composition C3H14NO2 in a non-equilibrium geometry.

Geometry as XYZ:
```
20
Properties=species:S:1:pos:R:3:forces:R:3
C 1.5516 -0.7604 1.8939 -2.487 2.115 -1.454
C 0.0825 -1.0403 1.4305 -0.852 -1.284 -0.291
N -0.3509 -0.1423 0.2811 -1.402 0.214 0.454
C -1.9006 -0.0639 -0.0621 1.070 -2.066 -0.926
H 2.2155 -0.7779 1.0315 0.113 -0.119 0.098
H 1.7719 -1.5491 2.5700 0.575 -0.081 1.000
H 1.4842 0.3237 2.2598 0.785 -1.739 0.188
H -0.6688 -0.8065 2.2321 0.888 -0.439 -0.550
H -0.0798 -2.1244 1.0847 0.237 1.641 0.513
H -0.1061 0.7951 0.5671 0.109 0.539 -0.030
H 0.2209 -0.3326 -0.5537 -0.054 -0.319 -0.041
H -2.1057 -0.9242 -0.8328 0.261 1.722 1.681
H -2.5133 -0.1574 0.8520 0.614 -0.201 -0.399
H -2.0545 0.9099 -0.5100 0.096 -0.124 -0.164
H 1.6308 -0.6276 -2.4472 0.771 -0.069 -0.854
H 2.3078 -1.6596 -1.3862 -0.156 0.492 -0.808
O 1.5688 -1.0746 -1.6163 -0.674 -0.361 1.561
H -0.3168 3.0231 -1.7463 0.993 1.189 -0.940
H -1.8119 3.2767 -1.2932 0.494 0.301 -0.316
O -1.0587 2.6764 -1.3049 -1.382 -1.411 1.278
```
Forces are in eV/Å.

Calculated values
Spin multiplicity: 1
Energy relative to the best compared isomer or geometry (same formula, charge and spin): 105.4 kJ/mol
HOMO: -0.5705 hartree
Gap between HOMO and LUMO: 12.6419 eV
F_max: 3.6 eV/Å
Total charge: +1